DFT (ωB97M-V with the def2-TZVPD basis set) results for a structure of composition C10H10Cl2Er.

Positions of all 23 atoms, in Å:
C  -2.741  -1.018  0.439
C  -1.902  -1.194  -0.693
C  -1.494  0.061  -1.129
H  -1.679  -2.148  -1.195
C  -2.057  1.022  -0.278
C  -2.891  0.378  0.644
H  -3.483  0.843  1.438
H  -3.286  -1.827  0.968
H  -0.868  0.248  -1.994
H  -1.950  2.093  -0.430
Er  -1.223  -0.439  2.246
Cl  -0.141  -2.531  2.045
C  3.018  0.163  0.565
C  2.546  1.413  0.005
C  1.955  1.114  -1.278
H  2.565  2.383  0.493
C  2.077  -0.320  -1.509
C  2.730  -0.910  -0.364
H  2.904  -1.975  -0.196
H  3.345  0.027  1.579
H  1.391  1.794  -1.893
H  1.609  -0.866  -2.324
Cl  -0.424  1.689  2.863

Results
⟨S²⟩: 3.753
Net charge: -1
Molar mass in g/mol: 368.4
Frontier orbital gap (spin up / spin down) in eV: 3.4771 / 3.5294
Multiplicity: 4
LUMO energy (spin up / spin down) in eV: 1.1 / 1.2
Relative energy (zero: lowest compared OMol25 entry of this formula, charge and spin) in kcal per mole: 72.26